{
  "formula": "C42H56As3N9OSV",
  "method": "the ωB97M-V functional and the def2-TZVPD basis",
  "total_charge": 2,
  "e_tot_ev": -278950.7083,
  "fmax_ha_per_bohr": 0.02665,
  "gap_ha": [0.2638, 0.2588],
  "multiplicity": 4,
  "relative_energy_kj_mol": 23.9,
  "symbols": ["As", "As", "As", "V", "S", "O", "N", "N", "N", "N", "N", "N", "N", "N", "N", "C", "C", "C", "C", "C", "C", "C", "C", "C", "C", "C", "C", "C", "C", "C", "C", "C", "C", "C", "C", "C", "C", "C", "C", "C", "C", "C", "C", "C", "C", "C", "C", "C", "C", "C", "C", "C", "C", "C", "C", "C", "C", "H", "H", "H", "H", "H", "H", "H", "H", "H", "H", "H", "H", "H", "H", "H", "H", "H", "H", "H", "H", "H", "H", "H", "H", "H", "H", "H", "H", "H", "H", "H", "H", "H", "H", "H", "H", "H", "H", "H", "H", "H", "H", "H", "H", "H", "H", "H", "H", "H", "H", "H", "H", "H", "H", "H", "H"],
  "positions_angstrom": [[1.48503, -1.71813, 0.43094], [1.95759, 0.70270, -2.27144], [6.76843, -1.48061, -0.73544], [-0.88025, 0.74026, 0.50691], [-2.22336, 2.56948, -2.04979], [-0.96618, 2.11743, -1.35232], [3.01045, 1.22426, 3.26753], [-1.68396, -0.84841, -1.52016], [-1.40095, -0.77185, 2.35436], [3.20983, 1.18958, 0.98392], [1.13065, 1.59747, 1.83838], [0.95703, 1.95277, 4.15610], [-3.27756, 0.27555, 0.36465], [2.66104, 1.32171, 5.53733], [-1.38814, 2.51529, 1.57181], [-2.73911, -2.11916, -3.76954], [-3.01685, -0.84817, -1.75312], [-2.42020, 3.68771, -4.52422], [-1.74624, -1.66158, 2.98709], [-3.59831, -1.43633, -2.88405], [-3.14541, -3.54425, 3.24356], [1.98911, -2.25303, 2.25321], [3.29452, -1.90945, -0.26099], [-2.04185, 2.35756, -3.88587], [-6.05674, 0.07922, 0.20479], [1.69036, 0.35897, -4.20321], [-3.38495, -4.55282, 5.40389], [2.60569, 2.53837, -2.44824], [-5.25785, -0.36200, -0.86495], [-2.20771, -2.72121, 3.81885], [-4.06557, 0.63849, 1.36307], [-0.91495, -1.47116, -2.35882], [-2.98189, 4.18813, 2.12669], [2.87370, -2.47235, -2.69142], [-1.78959, -2.81345, 5.13448], [-2.39100, -3.73002, 5.93720], [3.73846, -1.63591, -1.71475], [-5.81075, -0.91619, -2.05690], [6.58128, 0.47337, -0.74418], [0.50391, 2.00426, 2.93091], [6.20744, -1.74351, 1.14433], [-5.45965, 0.58401, 1.32984], [-1.38569, -2.14191, -3.50077], [-2.34570, 4.38891, -2.19743], [2.43873, 1.33683, 2.06583], [-1.84068, 4.74881, -3.58313], [-5.03008, -1.37590, -3.03911], [-3.87495, -0.28038, -0.72047], [-0.80394, 2.69921, 2.75302], [2.20898, 1.50131, 4.29534], [-2.43181, 3.27469, 1.24804], [-3.72422, -4.48978, 4.05551], [5.22401, -2.09027, -1.83080], [0.71049, -3.49383, 0.03598], [3.69451, -0.15829, -2.13173], [-1.33878, 3.54062, 3.71828], [-2.43847, 4.28231, 3.40037], [1.78515, 3.22195, -2.70463], [5.54170, -2.60430, 1.25077], [0.14639, -1.44188, -2.12588], [1.11381, -2.57188, 2.82039], [-3.43126, -3.43417, 2.20961], [-7.13400, 0.03590, 0.17830], [-0.97724, -2.19136, 5.46184], [3.38804, 2.64408, -3.19505], [3.57067, -2.93500, -0.00435], [-5.42726, -1.77142, -3.95539], [-2.02970, 3.77468, -5.52276], [2.49212, -1.43534, 2.77775], [1.83506, -2.15157, -2.60485], [-2.07870, -3.82230, 6.96114], [3.60070, 0.99609, 5.67979], [2.56030, 0.69577, -4.72379], [2.81053, 1.36099, 0.09063], [-3.86541, -5.30946, 6.03786], [-3.58154, 0.96711, 2.27674], [1.55442, -0.71025, -4.38121], [5.76393, 0.84479, -0.10712], [-0.87237, 3.60452, 4.68414], [3.00029, 2.90721, -1.48268], [5.72521, -0.88924, 1.60272], [-0.12493, -3.63131, 0.70687], [3.17526, -2.31406, -3.72308], [-3.50305, 3.77444, -4.58688], [-2.87681, 3.08565, 0.27622], [-3.13785, -2.64752, -4.61560], [-0.69235, -2.71734, -4.09364], [-0.98832, 2.11988, -4.06320], [7.10412, -1.94232, 1.71815], [-2.69653, 1.52106, -4.15353], [6.44046, 0.83979, -1.75733], [2.05679, 1.47700, 6.32714], [-0.76200, 4.68587, -3.61340], [-3.83062, 4.77577, 1.83983], [3.91332, -1.29051, 0.42175], [4.20024, -0.01778, -3.06859], [-6.03867, 0.90058, 2.18461], [-2.90099, 4.96307, 4.11339], [5.57100, -1.87208, -2.83954], [4.19625, 1.09962, 1.13891], [5.29988, -3.19115, -1.70225], [2.90939, -3.53647, -2.43802], [2.67310, -3.11452, 2.20524], [-2.14798, 5.75544, -3.86202], [0.35423, -3.59832, -0.98875], [7.50652, 0.84718, -0.31510], [4.24046, 0.42789, -1.41077], [-4.46585, -5.17519, 3.67579], [-1.80236, 4.85027, -1.37048], [-6.88707, -0.89185, -2.13506], [1.45720, -4.28045, 0.20248], [-3.42367, 4.61082, -2.06245], [0.81211, 0.85227, -4.60397]],
  "atomic_forces_ev_per_a": [[-0.758, -0.267, 0.247], [-0.684, 0.065, -0.510], [-0.230, 0.071, 0.140], [-0.547, -0.435, -0.625], [-1.166, -0.294, -0.658], [0.692, -0.012, 0.413], [0.036, 0.176, -0.390], [-0.479, 0.547, 0.919], [0.539, 0.819, -0.937], [0.042, -0.175, 0.917], [-0.470, -0.030, -0.542], [-0.539, 0.460, 0.425], [0.140, -0.087, 0.047], [0.105, -0.077, 0.028], [-0.028, -0.016, -0.137], [0.574, 0.210, 0.328], [-0.081, 0.180, 0.416], [-0.079, 0.052, 0.711], [0.433, 0.152, 0.348], [0.052, 0.158, 0.253], [-0.501, -0.468, 0.121], [0.341, -0.105, 0.100], [0.956, 0.385, 0.116], [0.027, -0.138, 0.449], [0.029, 0.302, 0.171], [-0.560, -0.431, 0.538], [0.003, -0.554, 0.245], [0.003, 0.631, 0.484], [-0.099, -0.098, 0.426], [0.281, 0.840, -0.851], [0.207, 0.104, 0.287], [0.640, -0.315, -0.648], [0.275, -0.262, -0.038], [0.239, 0.188, 0.635], [0.433, 0.398, -0.424], [-0.513, -0.750, 0.321], [0.103, -0.339, -0.079], [-0.528, 0.415, 0.080], [-0.189, 0.066, 0.369], [-0.319, 0.205, 0.816], [-0.026, -0.478, -0.046], [0.120, -0.294, -0.161], [-0.499, -0.075, 0.205], [0.022, 0.005, 0.238], [0.228, -0.235, 0.082], [-0.581, 0.037, -0.223], [0.672, -0.485, -0.332], [0.793, 0.204, -0.243], [-0.002, -0.259, 0.065], [0.207, -0.461, -0.065], [-0.464, 0.009, 0.027], [-0.405, -0.438, 0.579], [-0.262, -0.529, 0.265], [0.538, 0.007, -0.446], [-0.226, -0.258, 0.657], [0.765, -0.417, 0.151], [-0.980, 0.753, -0.148], [0.088, -0.311, 0.000], [0.210, 0.043, -0.040], [-0.215, -0.051, -0.097], [-0.054, 0.156, -0.056], [0.014, 0.017, -0.113], [-0.161, -0.134, -0.298], [0.064, 0.243, 0.272], [0.100, -0.096, -0.089], [-0.018, -0.127, -0.127], [-0.311, -0.121, -0.188], [0.212, -0.049, -0.415], [-0.086, -0.105, -0.033], [-0.064, -0.078, -0.036], [-0.053, -0.104, 0.261], [0.019, -0.005, 0.003], [0.583, 0.221, -0.441], [-0.090, 0.082, -0.520], [0.216, 0.428, -0.273], [0.109, 0.158, -0.124], [0.094, 0.114, 0.067], [0.242, -0.189, -0.255], [0.175, -0.008, 0.135], [-0.094, -0.212, -0.386], [-0.179, 0.317, -0.059], [-0.253, -0.099, 0.217], [0.152, -0.127, -0.118], [-0.122, 0.099, -0.005], [-0.003, 0.081, 0.220], [-0.156, -0.085, -0.271], [0.023, 0.057, -0.209], [-0.134, -0.131, 0.135], [0.199, -0.090, 0.097], [0.303, 0.091, -0.039], [0.190, 0.126, -0.016], [0.049, 0.087, -0.140], [0.389, 0.126, 0.040], [-0.250, 0.194, -0.124], [-0.473, -0.236, -0.447], [0.326, -0.025, -0.601], [0.018, 0.026, 0.021], [0.228, -0.184, -0.038], [0.029, -0.102, -0.213], [0.159, -0.018, -0.192], [-0.187, 0.454, -0.179], [0.092, 0.097, -0.127], [-0.148, 0.286, -0.039], [0.079, 0.034, -0.011], [-0.018, 0.125, 0.020], [0.116, 0.214, -0.153], [0.216, 0.163, 0.240], [-0.059, -0.024, -0.108], [0.044, -0.114, -0.048], [-0.116, -0.144, -0.195], [-0.150, 0.182, 0.103], [0.499, -0.139, -0.164], [-0.118, 0.233, 0.042]],
  "lowdin_spin": [0.01, 0.01, 0.00, 2.84, 0.00, 0.02, 0.00, 0.01, 0.01, 0.00, 0.01, 0.00, 0.00, 0.00, 0.00, 0.00, 0.00, 0.00, 0.01, 0.00, 0.00, 0.00, 0.00, 0.00, 0.00, 0.00, 0.00, 0.00, 0.00, 0.00, 0.00, 0.00, 0.00, 0.00, 0.00, 0.00, 0.00, 0.00, 0.00, 0.00, 0.00, 0.00, 0.00, 0.00, 0.00, 0.00, 0.00, 0.00, 0.01, 0.00, 0.01, 0.00, 0.00, 0.00, 0.00, 0.00, 0.01, 0.00, 0.00, 0.00, 0.00, 0.00, 0.00, 0.00, 0.00, 0.00, 0.00, 0.00, 0.00, 0.00, 0.00, 0.00, 0.00, 0.00, 0.00, 0.00, 0.00, 0.00, 0.00, 0.00, 0.00, 0.00, 0.00, 0.00, 0.00, 0.00, 0.00, 0.00, 0.00, 0.00, 0.00, 0.00, 0.00, 0.00, 0.00, 0.00, 0.00, 0.00, 0.00, 0.00, 0.00, 0.00, 0.00, 0.00, 0.00, 0.00, 0.00, 0.00, 0.00, 0.00, 0.00, 0.00, 0.00]
}